No. 1
DFT (the ωB97M-V functional and the def2-TZVPD basis) results for a cluster of 4 separate species, C28H34O7 in total.

Atoms and positions in Å:
1 C 3.335 -3.665 1.367
2 C 2.565 -2.269 1.828
3 O 1.264 -2.310 2.128
4 O 3.392 -1.055 1.928
5 C 2.784 0.093 1.230
6 C 2.867 -0.090 -0.430
7 C 1.459 0.314 -1.180
8 O 0.895 -0.738 -2.040
9 C 0.074 -1.699 -1.287
10 O 0.043 -2.971 -1.772
11 O -0.671 -1.434 -0.047
12 C -2.050 -0.987 -0.305
13 C -2.635 -0.401 1.147
14 O -3.404 -1.461 1.866
15 C -2.496 -2.506 2.380
16 C -2.108 -3.883 1.527
17 O -1.880 -2.375 3.578
18 H 3.609 -4.345 2.290
19 H 4.315 -3.424 0.775
20 H 2.599 -4.276 0.687
21 H 1.684 0.323 1.563
22 H 3.427 1.047 1.536
23 H 3.717 0.672 -0.778
24 H 3.277 -1.159 -0.707
25 H 0.728 0.745 -0.374
26 H 1.721 1.227 -1.902
27 H -2.149 -0.189 -1.160
28 H -2.780 -1.890 -0.576
29 H -3.265 0.585 1.014
30 H -1.690 -0.166 1.834
31 H -2.779 -3.925 0.540
32 H -0.981 -3.839 1.154
33 H -2.308 -4.795 2.245
34 C 0.517 0.041 7.950
35 C 0.977 -0.373 6.700
36 C 0.158 -1.143 5.875
37 C -1.126 -1.492 6.296
38 C -1.587 -1.075 7.545
39 C -0.765 -0.312 8.373
40 H 1.156 0.639 8.594
41 H 1.974 -0.095 6.369
42 H 0.519 -1.472 4.904
43 H -1.766 -2.089 5.652
44 H -2.588 -1.346 7.872
45 H -1.122 0.008 9.348
46 C -2.029 -0.513 -4.487
47 C -2.877 -1.399 -5.151
48 C -3.855 -0.912 -6.018
49 C -3.979 0.462 -6.228
50 C -3.129 1.347 -5.566
51 C -2.157 0.861 -4.692
52 H -1.270 -0.893 -3.809
53 H -2.776 -2.470 -4.993
54 H -4.520 -1.602 -6.530
55 H -4.738 0.842 -6.907
56 H -3.224 2.418 -5.731
57 H -1.498 1.551 -4.173
58 C 1.100 5.040 -4.207
59 C 1.606 6.204 -3.629
60 C 2.766 6.152 -2.856
61 C 3.425 4.937 -2.669
62 C 2.921 3.774 -3.250
63 C 1.756 3.824 -4.015
64 H 0.194 5.080 -4.806
65 H 1.096 7.152 -3.781
66 H 3.156 7.058 -2.401
67 H 4.332 4.897 -2.071
68 H 3.436 2.827 -3.105
69 H 1.360 2.916 -4.463

Results
Relative energy (zero: lowest compared OMol25 entry of this formula, charge and spin): 182.0 kcal per mole
Highest occupied orbital energy: -8.73 eV
LUMO energy: 0.28 eV
Multiplicity: 1
SMILES string: CC(=O)OCCCOC(=O)OCCOC(C)=O.c1ccccc1.c1ccccc1.c1ccccc1



No. 2
DFT (the ωB97M-V functional and the def2-TZVPD basis) results for a structure of composition C22H20HfN13O.

Atoms and positions in Å:
1 Hf 9.507 8.371 8.795
2 C 10.427 5.420 13.951
3 C 10.735 6.786 13.945
4 C 10.332 7.628 12.889
5 C 9.522 7.109 11.844
6 C 9.276 5.720 11.799
7 C 9.802 4.908 12.800
8 N 8.950 8.012 10.866
9 C 7.851 8.708 11.292
10 C 7.041 8.346 12.408
11 C 5.855 8.999 12.605
12 C 5.485 10.111 11.744
13 C 6.322 10.540 10.743
14 C 7.382 9.746 10.413
15 N 8.015 9.837 9.182
16 N 7.745 10.829 8.335
17 C 8.628 10.725 7.290
18 C 8.858 11.842 6.412
19 C 9.943 11.872 5.578
20 C 10.770 10.688 5.495
21 C 10.335 9.510 6.119
22 N 9.308 9.502 7.058
23 H 10.729 4.769 14.728
24 H 11.341 7.214 14.758
25 H 10.667 8.644 12.763
26 H 8.687 5.307 10.973
27 H 9.710 3.799 12.649
28 H 7.319 7.526 13.071
29 H 5.181 8.738 13.457
30 H 4.552 10.700 11.931
31 H 6.141 11.400 10.116
32 H 8.124 12.642 6.454
33 H 10.197 12.782 5.001
34 H 11.689 10.678 4.926
35 H 10.736 8.523 5.917
36 N 12.261 6.100 8.383
37 C 12.424 7.249 9.153
38 N 13.523 7.404 9.878
39 N 13.409 8.664 10.398
40 N 12.242 9.153 10.125
41 N 11.544 8.282 9.349
42 C 11.006 5.671 7.929
43 N 10.866 4.411 7.426
44 N 9.560 4.297 7.117
45 N 8.991 5.434 7.546
46 N 9.872 6.380 7.994
47 H 13.025 5.421 8.407
48 C 6.111 7.486 8.279
49 O 7.486 7.060 7.917
50 C 7.648 5.723 7.695
51 C 6.650 4.987 6.904
52 H 5.663 6.715 8.931
53 H 5.562 7.639 7.335
54 H 6.315 8.439 8.757
55 H 5.842 4.566 7.514
56 H 7.230 4.125 6.498
57 H 6.305 5.598 6.064

Results
Highest occupied orbital energy: -3.37 eV
LUMO energy: 2.72 eV
Net charge: -1
Multiplicity: 1



No. 3
DFT (the ωB97M-V functional and the def2-TZVPD basis) results for the ion C7H14N with charge +1.

Atoms and positions in Å:
1 C 1.558 -0.410 -2.090
2 C 0.307 -0.491 -1.276
3 C -0.373 0.774 -0.744
4 C -1.059 0.506 0.588
5 C -2.377 0.273 0.547
6 C 1.050 0.792 1.888
7 C -0.288 0.738 1.824
8 N 0.599 -1.575 -0.178
9 H 2.533 -0.494 -1.597
10 H 1.714 -1.313 -2.709
11 H 1.528 0.301 -2.894
12 H -0.585 -0.914 -1.787
13 H 0.448 1.486 -0.551
14 H -0.952 1.275 -1.513
15 H -2.785 -0.123 1.479
16 H -3.124 0.349 -0.232
17 H 1.535 0.922 2.845
18 H 1.638 0.819 0.974
19 H -0.824 0.871 2.760
20 H 0.845 -1.080 0.695
21 H 1.269 -2.221 -0.594
22 H -0.230 -2.125 0.062

Results
Relative energy (zero: lowest compared OMol25 entry of this formula, charge and spin): 28.6 kcal per mole
Highest occupied orbital energy: -13.06 eV
LUMO energy: -3.33 eV
Net charge: +1
Multiplicity: 1
SMILES string: C=CC(=C)C[C@@H](C)[NH3+]



No. 4
DFT (the ωB97M-V functional and the def2-TZVPD basis) results for a cluster of 2 separate species, C5H12O in total.

Atoms and positions in Å:
1 C 0.593 1.275 -2.256
2 C -0.175 0.674 -1.087
3 C 0.561 -0.501 -0.464
4 C 0.342 -0.095 2.363
5 O -0.328 -1.197 2.332
6 C -1.446 -1.414 1.690
7 H 1.559 1.677 -1.926
8 H 0.034 2.083 -2.736
9 H 0.797 0.504 -3.008
10 H -1.165 0.336 -1.418
11 H -0.362 1.453 -0.332
12 H 0.816 -1.260 -1.209
13 H 1.493 -0.182 0.013
14 H 1.320 -0.145 2.814
15 H -0.067 0.793 1.893
16 H -1.845 -2.410 1.779
17 H -0.113 -1.028 0.224
18 H -2.013 -0.562 1.328

Results
Relative energy (zero: lowest compared OMol25 entry of this formula, charge and spin): 97.4 kcal per mole
Highest occupied orbital energy (alpha / beta): -7.45 / -7.52 eV
LUMO energy (alpha / beta): 0.76 / 0.85 eV
Multiplicity: 1



Number 1: DFT total energy -1613.7183 Ha. Number 2: DFT total energy -1685.4570 Ha. Number 3: DFT total energy -329.5619 Ha. Number 4: DFT total energy -272.7934 Ha.